The following is a quantum chemistry calculation of C11H30ClFeI2N2P2S as an isolated structure, from the OMol25 dataset.

```
50
Properties=species:S:1:pos:R:3:forces:R:3:lowdin_charge:R:1
I 2.110695 -2.195488 1.061181 -0.67 0.47 -0.37 0.478
I -1.835989 -1.089634 -2.548286 0.08 0.38 0.61 0.602
Fe 0.184678 -1.761498 -0.832919 1.13 -1.32 -0.68 -0.432
Cl 0.917071 -3.595151 -2.214199 -0.48 1.06 0.78 0.060
S -0.809270 -0.129418 0.592896 -1.06 -3.75 -1.03 0.726
P -1.203911 -3.394706 0.207824 -0.92 -1.61 0.81 0.653
P 1.724077 -0.476218 -2.120015 1.35 0.63 -0.92 0.668
N -1.000057 2.377061 0.049571 2.44 -2.10 0.91 -0.002
N 0.572791 1.640749 1.886240 -2.17 -0.73 -4.04 0.041
C -2.377370 -4.222797 -0.915540 0.22 0.39 -0.29 -0.272
C -1.778706 3.390239 0.739100 -0.91 1.02 0.44 -0.252
C -0.297693 -4.797687 0.939825 0.31 0.31 -0.15 -0.276
C 0.491112 3.168129 3.781284 -0.13 0.06 0.42 -0.066
C -0.234153 1.376852 0.729244 0.43 5.51 3.31 -0.675
C 1.804612 1.285833 -1.647910 -0.31 -0.25 0.22 -0.227
C 0.999161 2.943046 2.354308 0.52 1.06 0.52 -0.236
C 1.393056 -0.467699 -3.913237 -0.37 -0.19 0.22 -0.276
C -2.233032 -2.742318 1.567946 0.28 0.36 -0.20 -0.266
C -1.578456 4.764293 0.116303 -0.02 0.43 -0.02 -0.072
C 3.448725 -1.062598 -2.037337 -0.25 -0.19 0.26 -0.277
H -1.579691 -2.317549 2.335305 -0.13 -0.10 0.00 0.042
H -0.523217 5.089296 0.209285 -0.57 -0.08 -0.13 0.080
H 0.651941 3.754372 1.693027 0.11 -0.62 0.08 0.110
H 3.449522 -2.143163 -2.201257 0.08 0.12 -0.03 0.034
H -1.566802 3.415401 1.820053 0.12 -0.24 -0.52 0.108
H 3.866659 -0.857769 -1.050722 0.00 0.00 -0.13 0.011
H 0.903671 0.830994 2.433052 -0.40 0.37 -0.68 0.134
H 2.253376 -0.040350 -4.438915 -0.11 -0.05 0.17 0.073
H 4.039392 -0.562900 -2.812024 -0.17 -0.02 0.09 0.072
H -0.616811 3.127421 3.825735 0.61 0.05 0.00 0.080
H 2.526658 1.824240 -2.269692 -0.08 -0.18 0.02 0.080
H 1.229786 -1.499519 -4.234561 0.08 0.11 -0.05 0.034
H -2.883004 -1.953508 1.179145 -0.05 -0.12 0.12 0.036
H 2.101409 1.360328 -0.597881 0.06 0.04 -0.13 0.044
H 0.236845 -4.471602 1.833189 -0.10 -0.08 -0.07 0.012
H 0.822922 4.159762 4.153076 -0.17 -0.65 -0.20 0.101
H -3.154940 -3.524077 -1.227364 0.01 -0.14 0.07 0.013
H -1.346863 2.150247 -0.895445 0.34 -0.31 0.97 0.134
H -1.827145 -4.552047 -1.800779 -0.10 -0.07 0.09 0.035
H -2.821718 -5.084025 -0.405906 0.13 0.18 0.01 0.074
H -2.228276 5.498561 0.639470 0.43 -0.41 -0.42 0.101
H 0.814449 1.734037 -1.769246 0.22 0.04 -0.09 0.033
H -2.854148 3.122058 0.644699 0.60 -0.06 0.09 0.141
H -2.845811 -3.534709 2.008850 0.15 -0.01 -0.18 0.079
H -1.004971 -5.595384 1.189494 0.02 0.20 -0.08 0.073
H 0.889916 2.382540 4.458641 -0.23 0.53 -0.33 0.092
H 0.429511 -5.154339 0.206078 -0.09 -0.06 0.10 0.033
H 2.108849 2.978567 2.360808 -0.57 -0.11 -0.14 0.139
H 0.493167 0.111336 -4.125412 0.14 0.00 -0.05 0.011
H -1.862016 4.740791 -0.956982 0.20 0.14 0.61 0.090
```
Forces are in eV/Å.

Values from the calculation:
- HOMO-LUMO gap (spin up / spin down) (eV) = 5.581 / 4.794
- E_LUMO (spin up / spin down) (eV) = -9.614 / -10.127
- strongest force on any atom (eV/Å) = 6.4
- E_HOMO (spin up / spin down) (eV) = -15.2 / -14.9
- ΔE to the lowest compared entry with this formula, charge and spin (kJ/mol) = 0.0
- charge = +2
- spin multiplicity = 6
- total energy (hartree) = -3946.2685


The following is a quantum chemistry calculation of C11H30ClIO2P3Yb as an isolated structure, from the OMol25 dataset.

```
49
Properties=species:S:1:pos:R:3:forces:R:3:lowdin_charge:R:1
Yb -1.952789 1.511748 -0.144018 -0.40 -0.91 -1.53 0.896
I 1.379136 -2.892482 -3.316318 -0.37 0.95 0.17 1.012
Cl -0.616157 0.517547 -2.028675 0.49 0.64 -0.65 -0.136
P -2.735722 -1.120914 -0.302896 -0.52 0.57 -0.25 0.677
P 2.812595 -0.330480 -0.842937 2.61 -0.53 -1.10 1.005
P -0.303958 2.747179 1.801264 -0.20 -1.07 -1.12 0.554
O 0.851790 -1.765566 -0.374660 1.08 -0.76 -2.60 -0.136
O -0.137868 1.448800 1.010844 0.33 0.55 0.81 -0.531
C -1.425246 2.447678 3.185019 0.38 0.19 -0.42 -0.147
C 0.913320 -4.072879 -0.681298 -0.76 -0.66 0.13 -0.139
C -1.085424 4.081832 0.695464 0.06 -2.04 -0.19 -0.165
C 1.253560 3.340545 2.368985 -0.39 0.13 -0.07 -0.147
C 3.423562 0.110233 -2.534503 -1.09 0.52 0.14 -0.233
C -3.569166 -0.788688 -1.921218 0.11 -0.15 0.17 -0.316
C -2.987704 -2.896859 -0.161483 -0.11 -0.44 0.52 -0.273
C 3.804495 -1.874581 -0.685084 -1.07 -0.54 0.41 -0.239
C 3.751256 0.814346 0.216864 -0.93 0.29 0.29 -0.221
C -4.062346 -0.382363 0.775182 -0.11 -0.45 0.28 -0.318
C 1.044526 -2.679215 -1.176940 -1.42 0.25 2.38 -0.866
H -4.315717 0.670699 0.498742 0.00 -0.55 0.16 0.028
H 3.621208 -2.350397 0.282187 0.20 0.04 -0.03 0.067
H -3.421074 0.258973 -2.242559 -0.16 -0.50 -0.02 0.003
H -3.776854 -0.438347 1.842913 -0.26 0.10 -0.45 0.049
H 3.257713 -0.757330 -3.205241 0.29 0.75 0.39 -0.020
H -4.956632 -0.996637 0.602243 -0.09 0.50 0.27 0.054
H 3.626326 1.807417 -0.219881 0.16 0.02 0.19 0.053
H 0.966777 4.266083 2.849103 0.63 0.50 0.41 0.065
H -0.763756 4.013482 -0.407643 -0.38 0.15 1.66 0.095
H -1.489953 3.407544 3.676204 -0.41 0.19 0.61 0.063
H 4.867512 -1.670596 -0.814155 -0.09 0.20 0.00 0.073
H -0.158465 -4.368927 -0.879948 1.07 0.09 0.25 0.110
H -0.658426 4.932209 1.167428 -0.07 1.34 -0.06 0.041
H 1.182871 -4.229627 0.375434 -0.31 0.40 -0.36 0.108
H -2.446033 -3.260573 0.723640 -0.20 -0.08 -0.32 0.052
H 2.804934 0.970946 -2.857791 0.59 -0.40 -0.23 0.055
H -2.440739 2.116534 2.854790 0.83 0.15 0.34 0.068
H 4.794656 0.491029 0.184719 -0.12 0.10 0.07 0.066
H 1.633666 2.612561 3.099170 0.18 0.35 -0.30 0.086
H 3.353890 0.802182 1.238177 0.29 0.04 -0.16 0.050
H -3.073415 -1.442227 -2.657279 -0.26 0.43 0.08 0.052
H 4.496178 0.390278 -2.413282 -0.75 -0.24 -0.16 0.080
H -0.913267 1.716182 3.838532 -0.53 0.26 -0.25 0.087
H 1.900460 3.522132 1.493953 -0.11 -0.12 0.57 0.083
H -2.582709 -3.365266 -1.069814 -0.14 0.05 0.31 0.049
H -4.058818 -3.129792 -0.054947 0.37 -0.08 -0.15 0.063
H 1.554067 -4.644897 -1.317997 0.14 -0.96 -0.08 0.024
H 3.475112 -2.577082 -1.467135 0.36 0.29 0.30 -0.004
H -4.641924 -1.024477 -1.848529 0.32 0.06 -0.17 0.060
H -2.195446 4.062042 0.845372 0.79 0.38 -0.25 0.063
```
Forces are in eV/Å.

Values from the calculation:
- HOMO-LUMO gap (spin up / spin down) (eV) = 8.033 / 5.714
- E_LUMO (spin up / spin down) (eV) = -5.618 / -7.936
- strongest force on any atom (eV/Å) = 2.9
- E_HOMO (spin up / spin down) (eV) = -13.7 / -13.6
- ΔE to the lowest compared entry with this formula, charge and spin (kJ/mol) = 77.1
- charge = +2
- spin multiplicity = 2
- total energy (hartree) = -3527.7101


The following is a quantum chemistry calculation of C11H30Cu3O13 as an isolated structure, from the OMol25 dataset.

```
57
Properties=species:S:1:pos:R:3:forces:R:3:lowdin_charge:R:1
Cu -4.202536 -14.889255 -17.122590 -0.17 -0.17 0.02 0.544
Cu -5.349178 -12.215605 -15.696059 -0.35 -1.10 -0.01 0.770
Cu -2.126072 -16.015470 -14.153974 -0.92 0.90 0.59 0.657
O -5.627591 -15.230762 -10.148415 -0.21 0.37 0.21 -0.039
O -6.525877 -17.847209 -12.620238 -0.36 0.14 -0.13 -0.073
O -8.204945 -14.506735 -12.489502 0.87 0.09 -0.47 -0.076
O -1.616934 -10.506090 -13.214109 -0.29 -0.66 0.37 -0.051
O -5.877713 -14.213204 -15.567158 0.75 1.25 0.80 -0.145
O -1.632697 -13.151025 -14.324444 0.34 -0.79 0.16 -0.079
O -8.985134 -15.102649 -15.219679 0.94 -0.34 -0.25 -0.057
O -5.591520 -15.225290 -13.549431 0.60 0.89 -0.88 -0.014
O -3.762936 -16.187971 -19.114921 -0.27 0.72 0.95 -0.055
O -6.226144 -15.409537 -18.110613 0.32 0.62 0.51 -0.077
O -3.814904 -14.730876 -14.848229 -0.61 -0.17 -0.71 -0.141
O -4.512108 -18.610598 -14.754517 0.64 0.22 -0.19 -0.073
O -3.162787 -15.412142 -12.155528 -0.32 0.39 -1.29 -0.114
C -9.149150 -15.511332 -12.829114 -0.14 -0.46 0.21 -0.238
C -4.511887 -16.090051 -10.171488 -0.34 0.62 -1.10 -0.229
C -8.997961 -16.108726 -14.217975 -0.32 -0.18 0.49 -0.247
C -5.113025 -14.693143 -14.585480 0.21 -1.64 -0.20 -0.747
C -1.275922 -11.659694 -12.436819 0.32 0.08 0.26 -0.242
C -4.981256 -16.903618 -19.367118 -0.11 -0.38 -1.08 -0.201
C -3.278265 -15.414403 -10.737351 0.95 -1.54 1.00 -0.208
C -0.714213 -12.785091 -13.307956 -0.26 1.52 1.12 -0.234
C -5.568425 -19.415731 -14.250886 -0.96 0.58 0.10 -0.226
C -5.899371 -19.103855 -12.815688 0.22 -0.24 1.16 -0.237
C -5.992435 -16.808589 -18.259551 0.46 -0.02 0.25 -0.205
H -10.140794 -15.066624 -12.744060 0.09 0.16 0.09 0.122
H -6.898635 -17.306957 -18.602934 -0.05 -0.20 0.32 0.139
H -4.720402 -17.910792 -19.695380 -0.26 -0.17 0.45 0.138
H -6.480620 -19.184356 -14.816206 0.01 -0.22 -0.11 0.122
H -4.762710 -16.953162 -10.797242 0.25 -0.36 0.33 0.113
H -0.502177 -11.390522 -11.705651 -0.01 0.01 -0.12 0.124
H -9.849600 -16.758140 -14.433359 -0.09 0.09 0.16 0.124
H -8.065020 -14.804881 -15.243997 -0.27 0.37 -0.05 0.039
H -5.337659 -20.464733 -14.397144 0.35 -0.03 0.01 0.127
H -4.279026 -16.366311 -9.148343 -0.16 -0.19 0.11 0.129
H -2.530666 -10.341940 -12.969806 0.05 0.49 -0.23 0.076
H -8.128938 -16.783142 -14.193562 0.16 0.38 -0.47 0.095
H -3.049748 -16.802392 -18.916284 -0.08 -0.13 -0.15 0.105
H -5.040276 -19.194213 -12.130179 0.24 0.09 -0.47 0.122
H -6.034403 -15.175835 -11.020550 -0.11 -0.12 0.11 0.058
H -4.029815 -15.266596 -12.603783 0.14 -0.03 0.55 0.045
H -3.129387 -14.447127 -10.255196 -0.11 0.26 -0.45 0.127
H -4.701411 -17.692659 -14.526219 -0.17 -0.06 0.02 0.047
H -2.446488 -13.444511 -13.886733 0.08 0.06 -0.15 0.039
H 0.197963 -12.345737 -13.708133 -0.06 -0.45 -0.70 0.128
H -5.602556 -17.204326 -17.310030 -0.26 -0.32 -0.15 0.125
H -0.430535 -13.570232 -12.597202 -0.10 -0.38 -0.38 0.118
H -5.501730 -16.468792 -20.228234 0.53 0.34 -0.02 0.137
H -7.314009 -14.698637 -12.865937 -1.01 -0.14 0.21 0.040
H -2.135222 -11.983767 -11.835399 -0.05 -0.15 -0.22 0.118
H -6.647306 -15.209654 -17.257251 -0.18 -0.24 -0.28 0.075
H -6.056060 -17.084104 -12.984370 0.21 -0.27 0.01 0.032
H -9.079252 -16.342235 -12.113459 -0.10 0.07 -0.01 0.118
H -6.594738 -19.842388 -12.404130 -0.16 0.08 -0.38 0.131
H -2.456861 -16.071638 -10.422083 0.12 0.33 0.07 0.125
```
Forces are in eV/Å.

Values from the calculation:
- HOMO-LUMO gap (eV) = 6.614
- E_LUMO (eV) = -5.168
- strongest force on any atom (eV/Å) = 2.1
- E_HOMO (eV) = -11.8
- ΔE to the lowest compared entry with this formula, charge and spin (kJ/mol) = 0.0
- charge = +1
- total energy (hartree) = -6336.3274


The following is a quantum chemistry calculation of C11H30F16HfN2O7P2S as an isolated structure, from the OMol25 dataset.

```
70
Properties=species:S:1:pos:R:3:forces:R:3:lowdin_charge:R:1
Hf 0.391897 -13.356227 -6.088264 -2.77 1.01 -0.72 2.030
S -0.454768 -12.026501 -2.751938 -2.00 -1.17 1.64 0.557
P 0.601514 -12.274008 -9.859173 0.50 0.05 -2.99 0.204
P 3.890363 -15.146572 -7.447584 0.97 -1.11 -1.25 0.191
F 3.269136 -16.314859 -6.507436 -0.23 0.20 0.34 -0.149
F 3.329159 -15.927510 -8.751326 0.01 0.40 0.56 -0.132
F 1.603149 -11.147354 -9.284023 -0.10 0.07 0.36 -0.137
F 4.388629 -13.940573 -8.369011 0.20 -0.08 0.27 -0.117
F 2.441696 -14.342434 -7.312765 -0.84 0.16 0.43 -0.240
F -1.739667 -13.250451 -6.627972 3.20 -0.27 1.06 -0.439
F 0.611782 -11.645528 -11.336524 0.18 0.00 0.63 -0.120
F 0.199161 -9.465881 -2.890252 0.39 0.47 -0.52 0.155
F 1.862763 -13.211438 -10.181527 -0.19 0.17 0.33 -0.118
F -0.651728 -11.378950 -9.447179 -0.10 -0.02 0.53 -0.115
F 4.417775 -14.355765 -6.117762 -0.39 0.13 0.23 -0.166
F -0.375200 -13.450542 -10.335610 -0.11 0.11 0.52 -0.120
F -0.071130 -10.203080 -0.921184 -0.12 -0.14 0.48 0.171
F 0.613917 -12.963891 -8.282266 -0.34 -0.35 1.35 -0.285
F 1.727015 -10.729023 -1.966812 0.61 0.15 -0.25 0.153
F 5.271698 -15.940509 -7.503752 -0.05 0.34 -0.23 -0.118
O -0.751727 -14.853534 -4.566139 0.38 -0.50 -0.64 -0.325
O 0.007343 -15.426308 -7.213454 0.32 0.31 -0.19 -0.227
O 2.423477 -12.009138 -6.191128 -0.26 -0.35 0.53 -0.211
O -2.579418 -9.812532 -6.880500 -0.03 -0.05 0.24 -0.190
O -0.197242 -13.071770 -1.765538 0.54 1.00 -0.96 -0.287
O 0.124117 -12.364405 -4.076718 1.01 0.39 -1.31 -0.442
O -1.839582 -11.632093 -2.859220 0.96 0.30 -0.15 -0.260
N 1.885895 -14.450708 -4.574899 1.01 -0.92 0.68 0.006
N -0.144717 -11.045801 -6.655610 -0.90 0.58 -0.15 -0.016
C -3.439229 -9.287664 -7.875658 0.42 -0.05 -0.06 -0.081
C -2.080959 -14.745344 -4.064071 -1.43 -0.02 0.04 -0.067
C 1.431585 -15.838813 -4.238151 -0.89 0.02 -0.11 -0.390
C 3.131111 -11.527698 -5.042696 0.17 0.95 0.24 -0.096
C 0.816595 -8.963617 -5.696457 0.46 -0.12 0.22 -0.041
C -0.431902 -9.821604 -5.862022 -0.10 1.01 0.57 -0.368
C 2.345913 -16.503227 -3.220378 0.18 0.16 -0.25 -0.021
C -1.470704 -8.992299 -6.601166 -0.33 0.21 -0.76 -0.204
C 0.122949 -15.752624 -8.643308 0.24 -0.20 -0.01 -0.049
C 0.433951 -10.492969 -2.102222 -0.98 -1.13 -0.03 -0.688
C -0.008480 -15.760465 -3.736430 1.09 0.53 0.14 -0.153
H 0.376727 -10.637005 -7.433290 0.44 -0.71 -0.10 0.069
H -2.874479 -9.113200 -8.798453 -0.07 -0.07 -0.06 0.091
H -0.399241 -16.218840 -6.852225 -0.19 0.42 0.62 0.105
H -2.714373 -14.130078 -4.698200 0.56 0.25 -0.24 0.093
H -1.084163 -8.609612 -7.561891 0.27 -0.09 0.09 0.137
H 1.527492 -9.410558 -5.005277 0.09 -0.19 -0.19 0.049
H -1.073250 -11.164981 -7.092077 0.16 -0.78 0.06 0.071
H -0.030039 -15.334304 -2.730563 -0.08 -0.25 0.14 0.124
H 2.418626 -11.325719 -4.249871 -0.11 -0.26 -0.02 0.051
H -0.901294 -10.054948 -4.907750 0.24 -0.38 0.00 0.117
H 3.350319 -16.520371 -3.646780 0.04 -0.20 0.12 0.092
H 3.566372 -10.559991 -5.299926 0.12 -0.09 0.02 0.102
H -2.566135 -15.726061 -4.055832 0.32 -0.14 0.04 0.104
H -1.761662 -8.104695 -6.024674 0.04 -0.14 0.21 0.140
H 2.167228 -14.119106 -3.643320 -0.84 0.90 -0.24 0.122
H 0.661636 -7.965340 -5.283755 -0.54 -0.07 -0.06 0.093
H 2.037489 -17.522142 -2.992403 -0.02 -0.05 -0.14 0.094
H -2.104459 -14.340753 -3.052160 0.30 0.00 -0.02 0.088
H 0.901852 -15.153190 -9.096122 -0.05 0.00 0.14 0.049
H -0.834253 -15.589373 -9.131071 0.02 0.11 0.09 0.095
H 1.428516 -16.400860 -5.168291 0.21 -0.05 -0.07 0.118
H -3.875521 -8.333057 -7.568557 -0.16 -0.08 0.11 0.090
H -4.196176 -10.046251 -8.047765 -0.14 0.14 -0.03 0.095
H 2.380569 -15.962833 -2.270831 -0.11 0.15 -0.07 0.094
H 0.419188 -16.799373 -8.695418 0.00 0.02 -0.08 0.103
H -0.396328 -16.779248 -3.765084 -0.50 0.14 0.06 0.145
H 2.960071 -11.822686 -6.975204 -0.31 -0.46 -0.21 0.118
H 1.299189 -8.814871 -6.667092 0.05 -0.10 0.01 0.097
H 2.836188 -14.582883 -4.947147 -0.29 0.11 -0.69 0.065
H 3.926534 -12.174570 -4.673215 -0.13 -0.35 -0.35 0.092
```
Forces are in eV/Å.

Values from the calculation:
- HOMO-LUMO gap (eV) = 10.161
- E_LUMO (eV) = -0.266
- strongest force on any atom (eV/Å) = 3.4
- E_HOMO (eV) = -10.4
- charge = 0
- total energy (hartree) = -3800.7255